Record 1
ORCA calculation (ωB97M-V/def2-TZVPD) on a structure of composition C33H30AsAuCl2F6INO4PS.

Cartesian coordinates (Å):
Au 2.2545 -0.7310 -0.4896
I 2.2433 -0.4932 2.3027
C 0.5918 -1.3835 3.2179
C 0.6231 -1.0539 4.5845
C -0.3534 -1.4885 5.4459
C -1.4208 -2.2290 4.9318
C -1.4875 -2.5534 3.5728
C -2.6361 -3.2280 3.1277
C -2.8051 -3.5258 1.7807
C -1.7850 -3.2371 0.9050
C -0.5674 -2.6459 1.3188
P 0.7070 -2.6350 -0.0179
C 0.0968 -3.5432 -1.4520
C -0.0628 -4.9304 -1.3451
C -0.4551 -5.6593 -2.4533
C -0.6590 -5.0181 -3.6725
C -0.4934 -3.6469 -3.7788
C -0.1242 -2.9041 -2.6665
C 2.0239 -3.7542 0.5765
C 2.2335 -4.1483 1.9006
C 3.3471 -4.9017 2.2368
C 4.2772 -5.2469 1.2667
C 4.0791 -4.8638 -0.0528
C 2.9622 -4.1248 -0.3980
C -0.4386 -2.1913 2.6589
H 1.4269 -0.4371 4.9693
H -0.3011 -1.2382 6.4975
H -2.2217 -2.5560 5.5843
H -3.4028 -3.4838 3.8502
H -3.7140 -3.9898 1.4222
H -1.9122 -3.4834 -0.1395
H 0.1216 -5.4356 -0.4040
H -0.5829 -6.7309 -2.3722
H -0.9471 -5.5947 -4.5420
H -0.6530 -3.1497 -4.7271
H -0.0171 -1.8320 -2.7469
H 1.5172 -3.9152 2.6771
H 3.4856 -5.2217 3.2615
H 5.1540 -5.8206 1.5374
H 4.7988 -5.1310 -0.8149
H 2.8148 -3.8373 -1.4334
C -4.1975 9.7069 0.2201
C -3.5516 8.3894 -0.1189
C -2.7953 7.6993 0.8240
C -2.1914 6.4943 0.5123
C -2.3591 5.9758 -0.7631
C -3.0995 6.6444 -1.7279
C -3.6938 7.8484 -1.3922
S -1.5792 4.4777 -1.1802
O -1.6579 4.2947 -2.6046
O -0.3111 4.3636 -0.5105
N -2.5407 3.3318 -0.4376
C -1.8470 2.0985 -0.0927
C -1.5297 1.2170 -1.3234
C -0.5019 0.1828 -0.9614
O -0.8334 -0.9959 -0.7142
O 0.7007 0.6314 -0.9132
H -3.9660 10.0240 1.2342
H -5.2821 9.6422 0.1192
H -3.8695 10.4849 -0.4701
H -2.6696 8.1227 1.8136
H -1.5840 5.9673 1.2373
H -3.1891 6.2288 -2.7229
H -4.2704 8.3873 -2.1353
H -3.4012 3.2050 -0.9589
H -2.4514 1.5459 0.6277
H -0.9122 2.3915 0.3806
H -1.1043 1.8497 -2.1023
H -2.4177 0.7121 -1.6977
F 4.3532 -1.4992 -0.2339
As 5.4869 -0.0272 -0.1555
F 4.0469 0.8418 -0.7568
F 5.9036 -0.3715 -1.7615
F 6.3658 1.4060 -0.0634
F 6.6649 -1.0409 0.5042
F 4.7820 0.2258 1.4267
Cl 0.7177 0.3931 -4.2723
C 2.4295 0.4360 -3.8857
Cl 2.9863 -1.0177 -2.9717
H 2.6574 1.3056 -3.2833
H 2.9939 0.4212 -4.8089

⟨S²⟩ ... 3.7908
E ... -178477.616 eV
Orbital gap (spin up / spin down) ... 5.4 / 2.6 eV
Multiplicity ... 4
Energy above the lowest of the compared OMol25 structures with the same formula, charge and spin ... 1.778 eV
Lowest unoccupied orbital energy (spin up / spin down) ... -7.29 / -10.16 eV
Net charge ... +2

Löwdin atomic charge list, values in e, 8 entries: atom 1 (Au): 0.762, atom 2 (I): 1.480, atom 3 (C): -0.502, atom 4 (C): -0.122, atom 5 (C): 0.016, atom 6 (C): 0.077, atom 7 (C): -0.146, atom 8 (C): 0.073

Record 2
ORCA calculation (ωB97M-V/def2-TZVPD) on a cluster of 2 separate species, C9H16NOP in total in a non-equilibrium geometry.

Cartesian coordinates (Å):
C 2.0867 0.4007 -0.2651
C 0.6912 0.9073 -0.2518
C 3.0098 1.1217 0.2794
C -0.3898 0.2118 -0.3303
C -2.4369 2.1028 0.1558
C 4.4697 0.6554 0.2327
C -3.1569 1.5184 -0.9188
C 0.2464 -2.7862 -0.4326
C -2.1545 -1.7897 1.0659
N -2.0644 2.7307 1.1253
O -1.7062 -1.4768 -1.8045
P -0.9940 -1.3847 -0.4897
H 2.3418 -0.6203 -0.5509
H 0.6764 1.9925 -0.2745
H 2.7634 2.0383 0.7624
H 4.4753 -0.4571 0.3459
H 4.9735 1.1865 0.9392
H 5.1087 0.9049 -0.6027
H -2.7529 1.9902 -1.8639
H -4.2033 1.8524 -0.9614
H -2.8912 0.5219 -0.8678
H -0.4685 -3.6285 -0.4898
H 1.0780 -2.7806 -1.1724
H 0.6819 -2.9039 0.5669
H -3.1380 -1.7546 0.6511
H -1.7933 -2.7327 1.4783
H -1.9232 -0.9751 1.6789
H -2.5296 3.1546 1.9942

E ... -22412.939 eV
Orbital gap (spin up / spin down) ... 6.1 / 6.1 eV
Energy above the lowest of the compared OMol25 structures with the same formula, charge and spin ... 2.439 eV
Lowest unoccupied orbital energy (spin up / spin down) ... -0.63 / -0.63 eV

Löwdin atomic charge list, values in e, 8 entries: atom 1 (C): -0.146, atom 2 (C): -0.233, atom 3 (C): -0.163, atom 4 (C): -0.199, atom 5 (C): -0.128, atom 6 (C): -0.091, atom 7 (C): -0.053, atom 8 (C): -0.202

Record 3
ORCA calculation (ωB97M-V/def2-TZVPD) on a cluster of 2 separate species, C8H8N4O4 in total in a non-equilibrium geometry.

Cartesian coordinates (Å):
O 4.4392 2.0601 -0.4712
C 3.7188 1.1664 -0.1338
C 2.6416 1.3741 0.9161
C 2.0441 0.2839 1.4986
N 2.1615 -0.9785 0.8406
C 2.9151 -1.2010 -0.2992
O 3.1018 -2.3186 -0.6834
N 3.7460 -0.1134 -0.6977
H 2.6141 2.3268 1.4098
H 1.4078 0.3668 2.3241
H 1.7559 -1.7587 1.2877
H 4.3366 -0.3007 -1.4556
O -0.7062 -0.7014 -0.2914
C -1.8590 -0.5878 -0.1949
C -2.8197 -1.6675 0.1985
C -4.0952 -1.2844 0.3564
N -4.6427 0.0205 -0.0877
C -3.8191 1.1332 -0.2790
O -4.2057 2.2618 -0.1876
N -2.5075 0.6362 -0.5558
H -2.5573 -2.7440 0.1741
H -4.8166 -2.0494 0.8506
H -5.5690 0.2259 0.4107
H -1.8655 1.2641 -0.8047

Structure (SMILES) ... O=c1cc[nH]c(=O)[nH]1.O=c1cc[nH]c(=O)[nH]1
E ... -22576.668 eV
Orbital gap ... 9.5 eV
Energy above the lowest of the compared OMol25 structures with the same formula, charge and spin ... 2.262 eV
Lowest unoccupied orbital energy ... 0.34 eV

Löwdin atomic charge list, values in e, 8 entries: atom 1 (O): 0.080, atom 2 (C): -0.462, atom 3 (C): 0.021, atom 4 (C): -0.041, atom 5 (N): 0.114, atom 6 (C): -0.490, atom 7 (O): 0.090, atom 8 (N): 0.207

Record 4
ORCA calculation (ωB97M-V/def2-TZVPD) on the molecule C4H5NO in a non-equilibrium geometry.

Cartesian coordinates (Å):
N 0.8773 2.8134 -0.1614
C 0.2046 1.8716 -0.1537
C -0.6820 0.7054 -0.1257
C -0.0737 -0.5067 0.5960
C 0.6169 -1.4498 -0.3658
O 0.7969 -1.2018 -1.5327
H -1.6183 1.0206 0.3438
H -0.9006 0.4339 -1.1637
H 0.6634 -0.1972 1.3484
H -0.8345 -1.0740 1.1478
H 0.9500 -2.4154 0.0671

Structure (SMILES) ... N#CCCC=O
E ... -7765.861 eV
Orbital gap ... 11.2 eV
Energy above the lowest of the compared OMol25 structures with the same formula, charge and spin ... 0.666 eV
Lowest unoccupied orbital energy ... 0.68 eV

Löwdin atomic charge list, values in e, 8 entries: atom 1 (N): 0.141, atom 2 (C): -0.224, atom 3 (C): -0.178, atom 4 (C): -0.153, atom 5 (C): -0.253, atom 6 (O): 0.059, atom 7 (H): 0.121, atom 8 (H): 0.118

Record 5
ORCA calculation (ωB97M-V/def2-TZVPD) on a cluster of 5 separate species, C5H20NO5S in total in a non-equilibrium geometry.

Cartesian coordinates (Å):
C -1.6308 -2.0307 -0.8698
N -1.1753 -1.1394 -1.9569
C -1.5445 0.3243 -2.1969
O -1.6824 1.0487 -1.0500
C -1.0534 -1.6569 0.5122
C 0.1876 -2.4418 0.8865
C 0.3733 -2.4415 2.4399
S 1.2274 -0.8937 2.9300
H -1.2333 -3.0396 -1.0606
H -2.7336 -1.8729 -0.8876
H -0.9310 -1.5935 -2.8237
H -0.7365 0.6762 -2.8423
H -2.5812 0.2801 -2.6095
H -1.8027 -1.6295 1.3204
H -0.9105 -0.5817 0.4282
H 1.1262 -2.1477 0.3737
H 0.1250 -3.4820 0.5290
H 0.9688 -3.3041 2.7303
H -0.6085 -2.4071 2.9203
H 1.7519 -0.4995 1.7583
H -2.4089 3.1647 0.9189
H -1.0204 3.1851 0.4661
O -1.6046 3.6875 1.0710
H 2.5297 1.3859 -2.1014
H 2.7145 2.6195 -1.2250
O 3.0611 2.2333 -2.0276
H 0.5281 2.7720 -0.6302
H -0.7327 1.4042 -0.5207
O 0.4007 1.9691 -0.1172
H 1.1826 -0.6079 -1.6928
H 0.7419 0.7865 -1.0147
O 1.5665 0.2501 -1.4398

E ... -28072.546 eV
Orbital gap ... 8.2 eV
Energy above the lowest of the compared OMol25 structures with the same formula, charge and spin ... 1.953 eV
Lowest unoccupied orbital energy ... 3.16 eV
Net charge ... -1

Löwdin atomic charge list, values in e, 8 entries: atom 1 (C): -0.213, atom 2 (N): -0.094, atom 3 (C): -0.337, atom 4 (O): -0.177, atom 5 (C): -0.218, atom 6 (C): -0.292, atom 7 (C): -0.546, atom 8 (S): 0.669

Record 6
ORCA calculation (ωB97M-V/def2-TZVPD) on the molecule C12H9NO in a non-equilibrium geometry.

Cartesian coordinates (Å):
C 0.3876 1.1539 3.0394
C -0.8718 0.6708 3.2698
C 0.9240 0.8341 1.7720
C -1.6786 -0.0646 2.4340
C 0.1692 0.1356 0.9263
C -1.1242 -0.2893 1.1894
C 1.1277 0.6735 -1.2952
C 0.7869 0.7722 -2.6462
C -0.2075 -0.7388 -4.2833
C 0.3961 -1.7536 -0.8491
C 0.5190 -0.2486 -0.4816
C -0.7882 -0.9375 -0.9864
N 0.0485 0.0109 -3.3695
O -1.6427 -1.0581 0.1751
H 0.6520 1.8818 3.8308
H -1.2803 1.0600 4.1387
H 1.8328 1.1624 1.3552
H -2.6875 -0.4243 2.6934
H 1.7825 1.3617 -1.0339
H 1.3099 1.5937 -3.1683
H -1.1052 -1.0846 -4.8544
H 1.0417 -1.9846 -1.7089
H 0.4080 -2.7268 -0.1472

E ... -16119.562 eV
Orbital gap (spin up / spin down) ... 6.3 / 7.3 eV
Energy above the lowest of the compared OMol25 structures with the same formula, charge and spin ... 7.282 eV
Lowest unoccupied orbital energy (spin up / spin down) ... -0.60 / -0.34 eV

Löwdin atomic charge list, values in e, 8 entries: atom 1 (C): -0.060, atom 2 (C): -0.126, atom 3 (C): -0.018, atom 4 (C): 0.016, atom 5 (C): -0.130, atom 6 (C): -0.210, atom 7 (C): -0.017, atom 8 (C): -0.148